Entry 1:
Here is a 17-piece molecular cluster, C56H159N21O17 overall from the OMol25 dataset. Energies are from ωB97M-V/def2-TZVPD.

Summary:
- HOMO-LUMO gap: 9.01 eV
- Molecular weight: 1399.02 g mol⁻¹
- Maximum force: 4.6 eV Å⁻¹
- Highest occupied orbital energy: -8.60 eV
- E: -4657.755601 Eh
- Lowest unoccupied orbital energy: 0.405 eV

```
! wB97M-V def2-TZVPD RIJCOSX def2/J DEFGRID3
* xyz 0 1
C 20.886 10.711 20.713
O 21.961 11.237 20.804
N 19.658 11.263 21.024
N 20.761 9.343 20.339
H 19.538 12.287 21.232
H 18.736 10.832 21.154
H 19.908 8.870 20.572
H 21.500 8.955 19.843
C 17.212 16.645 12.586
O 16.435 15.833 12.108
N 18.044 16.470 13.654
N 17.524 17.881 11.949
H 18.703 17.233 13.760
H 18.161 15.524 13.936
H 16.770 18.025 11.298
H 17.717 18.674 12.481
C 20.191 16.172 19.721
O 19.127 16.590 20.205
N 21.208 15.853 20.602
N 20.349 15.862 18.435
H 22.172 15.909 20.365
H 20.993 16.091 21.546
H 21.256 15.682 18.084
H 19.649 16.175 17.810
C 17.231 16.605 16.953
O 18.387 16.356 16.524
N 16.057 16.407 16.226
N 17.031 17.064 18.186
H 16.091 16.104 15.302
H 15.292 16.970 16.560
H 16.016 17.043 18.502
H 17.658 17.084 18.968
C 13.598 17.806 23.177
C 14.199 19.193 22.930
C 14.292 19.839 24.319
O 12.963 19.988 24.795
C 12.933 20.327 26.137
N 15.631 19.003 22.556
H 13.266 17.439 22.218
H 12.727 17.898 23.876
H 14.396 17.121 23.505
H 13.567 19.758 22.185
H 14.637 20.934 24.297
H 14.976 19.196 24.940
H 11.898 20.326 26.531
H 13.395 21.256 26.325
H 13.413 19.560 26.713
H 15.684 18.104 22.200
H 16.027 19.681 21.923
C 10.077 22.791 10.839
C 11.442 23.106 11.477
C 12.167 21.922 12.077
O 11.390 21.395 13.096
C 11.798 20.023 13.317
N 12.353 23.833 10.553
H 9.611 22.129 11.545
H 10.318 22.335 9.889
H 9.487 23.654 10.679
H 11.180 23.736 12.342
H 13.162 22.241 12.444
H 12.247 21.166 11.336
H 11.192 19.631 14.110
H 12.873 19.961 13.584
H 11.601 19.493 12.347
H 11.940 24.685 10.250
H 13.261 24.043 10.952
C 13.463 11.333 12.799
C 13.868 12.830 12.472
C 13.014 13.817 13.211
O 11.690 13.862 12.625
C 10.784 14.338 13.676
N 15.301 12.902 12.898
H 13.816 11.004 13.791
H 14.009 10.648 12.096
H 12.420 11.195 12.654
H 13.815 12.976 11.374
H 13.484 14.813 13.214
H 12.964 13.392 14.172
H 10.507 13.490 14.308
H 9.872 14.705 13.208
H 11.224 15.171 14.301
H 15.863 12.341 12.267
H 15.649 13.861 12.755
C 15.370 19.486 14.822
C 16.068 20.830 14.626
C 15.698 21.766 15.851
O 15.927 21.263 17.077
C 15.475 22.041 18.177
N 17.513 20.645 14.213
H 15.370 18.787 13.934
H 14.394 19.665 15.201
H 15.814 18.964 15.737
H 15.601 21.340 13.790
H 14.611 21.978 15.823
H 16.232 22.704 15.713
H 14.386 22.010 18.289
H 15.943 23.033 18.116
H 15.842 21.605 19.109
H 17.994 21.479 13.921
H 18.039 20.257 15.001
C 21.384 20.261 15.203
C 21.612 18.686 15.288
C 22.342 18.180 16.565
O 22.742 16.800 16.405
C 23.762 16.594 15.481
N 20.371 18.039 15.076
H 22.341 20.771 15.017
H 21.039 20.644 16.222
H 20.576 20.445 14.447
H 22.096 18.311 14.342
H 21.649 18.154 17.455
H 23.231 18.796 16.800
H 24.356 15.743 15.623
H 24.341 17.490 15.371
H 23.285 16.433 14.460
H 19.716 18.327 15.765
H 20.568 17.058 15.261
C 12.305 9.926 18.391
C 12.568 10.205 16.855
C 11.199 10.365 16.241
O 10.313 9.358 16.245
C 10.585 8.328 15.342
N 13.275 11.483 16.717
H 11.940 10.844 18.868
H 13.225 9.503 18.789
H 11.531 9.183 18.404
H 13.201 9.408 16.489
H 11.324 10.863 15.258
H 10.735 11.114 16.893
H 9.915 7.427 15.498
H 11.571 8.000 15.398
H 10.369 8.705 14.321
H 13.128 11.896 15.807
H 14.292 11.327 16.856
C 12.984 14.811 17.286
C 13.687 15.098 18.598
C 13.418 16.488 19.173
O 14.043 17.460 18.441
C 13.626 18.854 18.702
N 13.102 14.214 19.563
H 13.190 15.487 16.489
H 11.948 15.032 17.457
H 12.966 13.805 16.884
H 14.787 15.095 18.479
H 13.899 16.401 20.180
H 12.331 16.562 19.219
H 12.603 18.886 18.969
H 13.846 19.423 17.837
H 14.303 19.175 19.460
H 13.162 13.249 19.273
H 13.771 14.169 20.314
C 22.970 13.746 17.987
C 24.265 13.305 18.658
C 24.386 13.868 20.122
O 24.450 15.308 20.178
C 25.637 15.864 19.522
N 24.292 11.844 18.635
H 22.974 14.834 18.247
H 22.132 13.163 18.488
H 22.947 13.550 16.912
H 25.050 13.667 18.020
H 25.295 13.509 20.614
H 23.557 13.614 20.773
H 25.381 16.271 18.536
H 26.444 15.149 19.606
H 25.836 16.796 20.111
H 23.507 11.366 19.061
H 25.219 11.512 19.039
C 16.930 13.233 17.766
C 18.172 12.407 17.266
C 17.715 11.542 16.159
O 16.564 10.732 16.394
C 16.580 9.473 15.759
N 19.284 13.181 16.703
H 16.305 12.399 18.057
H 16.442 13.862 17.011
H 17.204 13.852 18.663
H 18.481 11.835 18.139
H 18.582 10.934 15.888
H 17.539 12.089 15.189
H 17.448 8.885 16.216
H 16.649 9.574 14.653
H 15.597 9.036 15.934
H 19.638 13.642 17.528
H 18.829 13.920 16.240
C 19.055 19.155 22.400
C 18.881 20.477 21.679
C 20.223 20.907 21.081
O 20.242 22.221 20.594
C 21.582 22.424 20.070
N 17.856 20.281 20.587
H 19.857 18.601 21.925
H 18.147 18.616 22.348
H 19.454 19.247 23.434
H 18.470 21.236 22.380
H 20.492 20.162 20.276
H 20.982 20.770 21.872
H 22.329 22.594 20.889
H 21.351 23.374 19.535
H 21.908 21.527 19.526
H 17.984 19.402 20.166
H 17.978 20.975 19.832
C 13.178 12.766 24.232
C 12.476 13.136 22.897
C 12.727 12.016 21.866
O 14.074 11.914 21.628
C 14.615 10.661 21.681
N 11.052 13.331 23.001
H 13.243 13.583 24.892
H 14.169 12.411 23.970
H 12.723 12.009 24.793
H 12.953 14.052 22.547
H 12.149 12.094 20.910
H 12.345 11.125 22.277
H 15.708 10.771 21.363
H 14.085 9.956 21.010
H 14.636 10.155 22.713
H 10.593 13.962 22.384
H 10.904 13.707 23.956
C 16.006 14.847 21.653
C 17.378 14.489 22.085
C 17.311 13.985 23.525
O 16.510 14.908 24.334
C 16.713 14.864 25.700
N 17.821 13.404 21.258
H 16.046 15.420 20.740
H 15.484 15.518 22.420
H 15.277 14.150 21.435
H 18.052 15.394 22.019
H 18.310 13.883 23.970
H 16.792 13.033 23.476
H 17.737 14.964 26.046
H 16.195 14.063 26.261
H 16.122 15.713 26.091
H 17.923 13.698 20.319
H 17.065 12.708 21.190
C 21.392 13.863 12.876
C 19.908 13.960 12.503
C 19.808 13.174 11.191
O 18.481 13.384 10.725
C 18.026 12.528 9.725
N 18.998 13.436 13.508
H 21.944 14.240 12.008
H 21.831 12.942 13.081
H 21.584 14.350 13.835
H 19.731 15.042 12.350
H 20.040 12.108 11.398
H 20.518 13.540 10.418
H 17.882 11.521 10.111
H 18.888 12.437 9.004
H 17.152 12.826 9.160
H 19.471 12.806 14.166
H 18.142 13.107 13.103
*
```

***

Entry 2:
Here is C30H20F3NPReSSe2 as an isolated structure from the OMol25 dataset. Energies are from ωB97M-V/def2-TZVPD.

Summary:
- HOMO-LUMO gap (alpha / beta): 7.50 / 6.59 eV
- Molecular weight: 858.66 g mol⁻¹
- Maximum force: 1.3 eV Å⁻¹
- ΔE to the lowest compared entry with this formula, charge and spin: 5.6 kcal per mole
- Highest occupied orbital energy (alpha / beta): -10.75 / -11.19 eV
- E: -7130.048079 Eh
- Lowest unoccupied orbital energy (alpha / beta): -3.249 / -4.598 eV

```
! wB97M-V def2-TZVPD RIJCOSX def2/J DEFGRID3
* xyz 1 4
Re 0.161 -0.082 0.006
S -3.889 -2.038 -0.290
C -2.764 -3.306 -0.094
C -1.475 -2.865 -0.034
C -1.401 -1.448 -0.114
C -2.637 -0.874 -0.237
C -2.744 0.567 -0.309
C -3.896 1.325 -0.456
C -3.794 2.700 -0.508
C -2.547 3.311 -0.417
C -1.439 2.512 -0.273
N -1.541 1.175 -0.220
H -3.115 -4.327 -0.056
H -0.624 -3.524 0.064
H -4.855 0.828 -0.529
H -4.686 3.303 -0.621
H -2.437 4.385 -0.458
H -0.442 2.926 -0.203
Se -0.025 0.144 2.569
P 2.155 -0.046 2.481
Se 2.616 -0.277 0.338
C 2.924 1.441 3.129
C 2.559 1.884 4.401
C 3.146 3.024 4.924
C 4.088 3.726 4.180
C 4.446 3.290 2.914
C 3.865 2.145 2.383
C 2.713 -1.479 3.406
C 3.583 -2.408 2.841
C 4.007 -3.496 3.594
C 3.563 -3.656 4.897
C 2.688 -2.732 5.458
C 2.259 -1.646 4.715
H 1.810 1.357 4.980
H 2.864 3.368 5.910
H 4.541 4.620 4.591
H 5.178 3.837 2.336
H 4.150 1.806 1.396
H 3.931 -2.291 1.824
H 4.683 -4.218 3.157
H 3.892 -4.507 5.479
H 2.334 -2.863 6.472
H 1.555 -0.947 5.153
F 0.069 1.087 -9.385
C 0.552 -0.077 -8.924
F -0.221 -1.048 -9.432
F 1.779 -0.231 -9.429
C 0.542 -0.107 -7.419
C 1.710 -0.295 -6.699
C 1.665 -0.310 -5.315
C 0.451 -0.140 -4.649
C -0.720 0.041 -5.388
C -0.672 0.058 -6.767
C 0.410 -0.142 -3.215
C 0.346 -0.128 -1.994
H 2.650 -0.423 -7.217
H 2.571 -0.450 -4.739
H -1.662 0.171 -4.871
H -1.578 0.203 -7.343
*
```

***

Entry 3:
Here is one molecule with the formula C17H21N3O3S from the OMol25 dataset. Energies are from ωB97M-V/def2-TZVPD.

Summary:
- HOMO-LUMO gap: 9.12 eV
- Molecular weight: 347.44 g mol⁻¹
- Maximum force: 1.6 eV Å⁻¹
- ΔE to the lowest compared entry with this formula, charge and spin: 64.3 kcal per mole
- Highest occupied orbital energy: -8.52 eV
- E: -1448.561856 Eh
- Lowest unoccupied orbital energy: 0.599 eV
- Structure (SMILES): COc1ccc(Cc2nnc(SCC(=O)N3CCCCC3)o2)cc1

```
! wB97M-V def2-TZVPD RIJCOSX def2/J DEFGRID3
* xyz 0 1
C 2.931 -1.065 -6.125
O 1.597 -1.511 -6.081
C 0.737 -0.908 -5.216
C -0.571 -1.394 -5.219
C -1.522 -0.852 -4.381
C -1.196 0.192 -3.526
C -2.217 0.783 -2.580
C -1.842 0.404 -1.199
N -1.111 1.074 -0.369
N -0.952 0.316 0.733
C -1.612 -0.778 0.527
S -1.744 -2.176 1.542
C -2.135 -1.438 3.177
C -1.758 0.031 3.343
O -2.654 0.851 3.418
N -0.460 0.338 3.477
C 0.661 -0.548 3.270
C 1.664 -0.393 4.415
C 2.118 1.059 4.521
C 0.899 1.958 4.698
C -0.081 1.736 3.550
O -2.199 -0.797 -0.689
C 0.106 0.669 -3.517
C 1.070 0.131 -4.352
H 3.422 -1.681 -6.876
H 3.434 -1.203 -5.161
H 2.995 -0.014 -6.422
H -0.815 -2.202 -5.891
H -2.528 -1.244 -4.395
H -2.214 1.871 -2.646
H -3.212 0.397 -2.804
H -1.653 -2.076 3.917
H -3.217 -1.506 3.291
H 0.333 -1.583 3.203
H 1.140 -0.281 2.320
H 2.516 -1.050 4.237
H 1.189 -0.695 5.351
H 2.804 1.179 5.362
H 2.649 1.341 3.609
H 1.196 3.007 4.720
H 0.405 1.724 5.643
H -0.993 2.317 3.690
H 0.376 2.021 2.595
H 0.370 1.469 -2.841
H 2.071 0.529 -4.319
*
```

***

Entry 4:
Here is a 2-piece molecular cluster, C5H12BFO5P overall from the OMol25 dataset. Energies are from ωB97M-V/def2-TZVPD.

Summary:
- HOMO-LUMO gap: 2.31 eV
- Molecular weight: 212.93 g mol⁻¹
- Maximum force: 2.5 eV Å⁻¹
- ΔE to the lowest compared entry with this formula, charge and spin: 123.5 kcal per mole
- Highest occupied orbital energy: -0.93 eV
- E: -1039.969878 Eh
- Lowest unoccupied orbital energy: 1.379 eV

```
! wB97M-V def2-TZVPD RIJCOSX def2/J DEFGRID3
* xyz -1 1
O -1.879 3.248 -1.097
B -1.821 1.942 -1.673
O -1.637 1.748 -3.069
C -1.963 0.695 -0.664
P -1.171 -0.889 -1.292
C 0.205 -1.254 -0.074
C 1.042 0.063 0.081
C 2.574 -0.178 0.205
F 3.226 1.068 -0.031
H -1.039 3.381 -0.633
H -1.103 2.508 -3.343
H -1.592 0.979 0.359
H -3.056 0.474 -0.563
H -0.618 -0.750 -2.603
H -2.175 -1.898 -1.294
H -0.290 -1.460 0.932
H 0.789 -2.151 -0.374
H 0.842 0.789 -0.752
H 0.718 0.566 1.029
H 2.995 -0.887 -0.542
H 2.835 -0.470 1.251
C 0.788 -1.884 3.583
O 1.050 -1.825 4.815
O -0.030 -1.057 2.982
O 1.309 -2.759 2.768
*
```

***

Entry 5:
Here is a 2-piece molecular cluster, C2H3P overall from the OMol25 dataset. Energies are from ωB97M-V/def2-TZVPD.

Summary:
- HOMO-LUMO gap: 6.36 eV
- Molecular weight: 58.02 g mol⁻¹
- Maximum force: 3.8 eV Å⁻¹
- ΔE to the lowest compared entry with this formula, charge and spin: 113.6 kcal per mole
- Highest occupied orbital energy: -9.48 eV
- E: -419.082440 Eh
- Lowest unoccupied orbital energy: -3.125 eV

```
! wB97M-V def2-TZVPD RIJCOSX def2/J DEFGRID3
* xyz 0 1
C 1.096 -1.576 0.991
C 0.319 -0.775 0.490
P -0.979 1.256 -1.417
H 1.352 -2.511 1.265
H 0.192 1.508 -0.741
H -1.980 2.098 -0.587
*
```

***

Entry 6:
Here is a 2-piece molecular cluster, C3H7O3 overall from the OMol25 dataset. Energies are from ωB97M-V/def2-TZVPD.

Summary:
- HOMO-LUMO gap: 7.37 eV
- Molecular weight: 91.09 g mol⁻¹
- Maximum force: 1.1 eV Å⁻¹
- ΔE to the lowest compared entry with this formula, charge and spin: 30.1 kcal per mole
- Highest occupied orbital energy: -3.88 eV
- E: -344.262309 Eh
- Lowest unoccupied orbital energy: 3.490 eV

```
! wB97M-V def2-TZVPD RIJCOSX def2/J DEFGRID3
* xyz -1 1
C 0.691 -0.144 -1.659
C 1.250 -1.476 -1.139
O 2.226 -1.940 -1.772
O 0.769 -1.892 -0.057
H 0.541 -0.049 -2.726
H 1.447 0.618 -1.437
H -0.165 0.213 -1.094
C -0.861 0.870 1.441
O -1.936 1.064 2.365
H -2.331 0.196 2.435
H -0.404 1.806 1.106
H -0.023 0.406 1.966
H -1.205 0.328 0.572
*
```

***

Entry 7:
Here is C40H29N6O2S2SbSe4Ti as an isolated structure from the OMol25 dataset. Energies are from ωB97M-V/def2-TZVPD.

Summary:
- HOMO-LUMO gap (alpha / beta): 4.22 / 5.04 eV
- Molecular weight: 1175.31 g mol⁻¹
- Maximum force: 4.4 eV Å⁻¹
- ΔE to the lowest compared entry with this formula, charge and spin: 87.6 kcal per mole
- Highest occupied orbital energy (alpha / beta): -0.63 / -1.46 eV
- E: -13512.751999 Eh
- Lowest unoccupied orbital energy (alpha / beta): 3.585 / 3.582 eV

```
! wB97M-V def2-TZVPD RIJCOSX def2/J DEFGRID3
* xyz -2 3
Ti 0.789 -0.906 -0.414
Se 4.133 2.120 3.247
Sb 4.664 0.797 1.224
Se 1.874 -0.182 -2.240
Se 2.951 -0.159 -0.245
Se 6.361 2.184 0.210
S -4.077 1.462 -2.823
C -5.710 1.612 -3.343
C -6.307 0.396 -3.439
C -5.442 -0.670 -3.093
C -4.177 -0.270 -2.741
C -3.063 -1.098 -2.314
C -1.778 -0.589 -2.161
N -0.734 -1.315 -1.703
C -0.927 -2.651 -1.421
C -2.197 -3.270 -1.609
C -2.310 -4.651 -1.367
C -1.213 -5.410 -1.007
C 0.049 -4.831 -0.817
C 1.212 -5.560 -0.467
C 2.425 -4.899 -0.260
C 2.448 -3.514 -0.380
N 1.356 -2.780 -0.705
C 0.172 -3.418 -0.974
C 3.640 -5.603 0.131
C 4.821 -5.097 0.605
C 5.782 -6.093 0.908
C 5.335 -7.352 0.670
S 3.724 -7.342 0.065
C -3.269 -2.458 -2.023
H -6.114 2.592 -3.541
H -7.334 0.262 -3.750
H -5.743 -1.707 -3.120
H -1.560 0.438 -2.441
H -3.282 -5.112 -1.498
H -1.310 -6.481 -0.865
H 1.153 -6.636 -0.351
H 3.364 -2.956 -0.254
H 5.002 -4.042 0.748
H 6.766 -5.871 1.299
H 5.839 -8.294 0.814
H -4.259 -2.889 -2.106
O -2.184 0.295 0.553
C -1.350 1.161 0.344
N -1.646 2.503 0.269
C -0.456 3.306 0.144
C 0.576 2.181 -0.086
O 1.716 2.448 -0.390
N 0.011 0.946 0.145
C -0.389 4.202 -1.086
C 0.711 5.047 -1.240
C 0.869 5.770 -2.411
C -0.057 5.656 -3.439
C -1.148 4.816 -3.288
C -1.309 4.090 -2.115
C -0.124 4.078 1.420
C 0.967 3.777 2.224
C 1.252 4.554 3.342
C 0.433 5.624 3.663
C -0.671 5.922 2.874
C -0.945 5.155 1.753
H -2.531 2.847 0.595
H 1.454 5.106 -0.458
H 1.739 6.405 -2.525
H 0.078 6.214 -4.358
H -1.869 4.698 -4.089
H -2.145 3.420 -2.008
H 1.643 2.964 1.988
H 2.133 4.300 3.918
H 0.664 6.248 4.519
H -1.308 6.765 3.115
H -1.783 5.401 1.109
N 2.479 -0.885 2.959
C 1.139 -0.928 2.871
C 0.337 -0.533 3.962
C -1.005 -0.817 3.946
C -1.551 -1.488 2.851
C -0.727 -1.728 1.779
N 0.584 -1.432 1.748
H 2.911 -0.157 3.524
H 3.011 -1.158 2.149
H 0.813 -0.032 4.794
H -1.636 -0.533 4.780
H -2.597 -1.749 2.795
H -1.143 -2.216 0.906
*
```

***

What is the E in the third record?
-1448.561856 Eh